{
  "formula": "C2H4N4O2",
  "method": "ωB97M-V/def2-TZVPD",
  "e_above_lowest_kcal_mol": 139.8,
  "smiles": "O/N=C1/NN=CNO1",
  "charge": 0,
  "multiplicity": 1,
  "homo_energy_ev": -8.66,
  "symbols": ["O", "N", "C", "N", "N", "C", "N", "O", "H", "H", "H", "H"],
  "positions_angstrom": [[-0.42224, 0.59802, -2.67868], [-0.54714, -0.39403, -1.77649], [-0.37637, -0.21459, -0.53161], [-0.36423, -1.32348, 0.43952], [-0.11662, -1.01300, 1.75792], [0.55590, 0.04550, 2.05035], [1.06501, 0.91371, 1.07452], [0.22434, 0.89831, -0.12241], [-0.38824, 1.45153, -2.01755], [-1.33342, -2.00208, 0.61601], [0.56112, 0.34623, 3.16335], [1.40745, 1.96571, 1.06622]]
}